Computed, not measured: a structure of composition C19H34LaN4O2P2, with the ωB97M-V functional and the def2-TZVPD basis.

Geometry as XYZ:
```
62
C19H34LaN4O2P2, DFT the ωB97M-V functional and the def2-TZVPD basis
La -0.7211 0.6483 -1.3212
P 1.6265 0.2364 -2.9674
P -3.2557 -1.1620 -1.3050
N 0.2757 2.9249 -1.2996
N -2.1812 2.2431 -0.3712
H -0.1532 4.9542 -0.6200
H -2.2615 4.0819 0.6765
H 0.0600 3.7144 0.6550
C -0.3425 3.8970 -0.3580
H -2.3743 4.2188 -1.0959
C -1.8829 3.6711 -0.2729
H 1.6581 4.1465 -2.2880
H -4.1473 2.3208 0.2332
C 1.1999 3.1416 -2.1668
C -3.3629 1.6848 -0.1942
H 2.9430 2.2897 -3.0651
C 1.8529 2.1522 -3.1562
H 1.5428 2.4457 -4.1774
H -2.9533 -1.1306 -2.7433
H -2.3556 -2.1290 -0.6587
H 1.5855 -0.0825 -4.3494
H 2.9555 -0.2059 -2.9459
O -1.3035 1.3192 -3.3778
C -1.9615 2.5014 -3.8082
C -1.3854 2.9676 -5.1136
C -3.4468 2.2528 -3.8457
H -1.7790 3.3163 -3.0808
H -0.3492 3.2752 -4.9944
H -1.3836 2.1316 -5.8061
H -1.9573 3.7910 -5.5364
H -3.8339 1.9263 -2.8824
H -4.0098 3.1314 -4.1526
H -3.6395 1.4435 -4.5456
C -3.7738 0.3193 -0.4519
H -4.7876 0.1965 -0.0254
C 2.9973 -5.4815 1.6285
C 3.0858 -4.7159 2.9380
N 2.1634 -3.5875 3.0450
C 1.0217 -3.7602 3.9805
C 1.4753 -3.7419 5.4331
C 2.3454 -2.5380 2.1918
O 3.2149 -2.5544 1.3113
C 1.4656 -1.3239 2.3224
C 1.1293 -0.6997 3.5326
C 0.3063 0.4380 3.5017
C -0.1156 0.9305 2.2689
N 0.2639 0.3729 1.0981
C 1.0634 -0.7347 1.1250
H 1.9872 -5.8785 1.4725
H 3.6918 -6.3240 1.6867
H 3.2837 -4.8345 0.7943
H 2.8683 -5.3721 3.7860
H 4.1022 -4.3118 3.0501
H 0.2565 -2.9903 3.8093
H 0.5641 -4.7375 3.7572
H 1.9935 -2.8052 5.6705
H 0.5984 -3.8247 6.0856
H 2.1568 -4.5743 5.6451
H 1.4648 -1.1184 4.4715
H -0.0515 0.9003 4.4186
H -0.7817 1.8045 2.2339
H 1.3521 -1.1710 0.1543
```

Results
Energy above the lowest of the compared OMol25 structures with the same formula, charge and spin ... 0.496 eV
Frontier orbital gap (spin up / spin down) ... 7.7031 / 4.7799 eV
Multiplicity ... 2
HOMO (spin up / spin down) ... -13.80 / -13.80 eV
Expectation value of S² ... 0.78
Lowest unoccupied orbital energy (spin up / spin down) ... -6.099 / -9.022 eV
Energy ... -49730.890 eV
Charge ... +2

=====

Computed, not measured: a structure of composition C19H34N12O2S2SeTi, with the ωB97M-V functional and the def2-TZVPD basis.

Geometry as XYZ:
```
71
C19H34N12O2S2SeTi, DFT the ωB97M-V functional and the def2-TZVPD basis
Ti -0.2807 -0.4213 -0.0348
N 1.4614 -1.7260 0.4889
C 2.2515 -1.1653 1.5743
C 3.6973 -1.6601 1.5727
C 4.7446 -1.0304 2.4992
C 4.3887 -0.7791 3.9759
N 3.3568 -1.6491 4.5440
C 2.1496 -1.2243 4.9391
N 1.3210 -2.0712 5.5712
N 1.7845 0.0341 4.7540
C 2.0504 0.3507 1.5475
O 2.5494 1.0360 2.4536
O 1.2998 0.7837 0.6225
H 1.1053 -2.6637 0.6518
H 1.9544 -1.7374 -0.4018
H 1.7657 -1.4995 2.4911
H 4.0840 -1.5739 0.5527
H 3.6413 -2.7348 1.7729
H 5.0656 -0.0656 2.1044
H 5.6161 -1.6886 2.4474
H 4.0355 0.2396 4.0930
H 5.2897 -0.8753 4.5839
H 3.5683 -2.6235 4.6776
H 1.5911 -3.0363 5.6514
H 0.3137 -1.9047 5.5310
H 2.2458 0.6148 4.0315
H 0.8402 0.3002 5.0083
C -5.4060 -0.2041 -2.0291
N -4.7082 -0.6644 -0.8306
C -4.8440 -2.0985 -0.6047
C -3.4525 -0.1439 -0.5695
N -2.4263 -0.8263 -0.2612
N -3.4143 1.2442 -0.6384
C -2.2944 2.0398 -0.5615
N -2.5883 3.3757 -0.7703
N -1.1376 1.5835 -0.2837
H -6.4114 -0.6200 -2.0186
H -4.9011 -0.5290 -2.9451
H -5.5034 0.8788 -2.0552
H -5.9005 -2.3530 -0.6576
H -4.4759 -2.3530 0.3878
H -4.2945 -2.6939 -1.3427
H -2.5186 -1.8285 -0.4162
H -4.2975 1.7154 -0.5457
H -3.2529 3.5650 -1.5050
H -1.7818 3.9780 -0.8145
H -0.4035 2.2813 -0.3511
C 0.8611 -1.6147 -4.6150
C 0.3349 -1.7257 -3.1994
S 0.1897 -0.1794 -2.3506
C -0.0275 -2.8930 -2.6446
C 0.0658 -4.2006 -3.3868
S -0.6373 -3.0318 -0.9999
H 1.1010 -0.5788 -4.8460
H 0.1270 -1.9576 -5.3495
H 1.7695 -2.2053 -4.7603
H 0.4544 -4.0849 -4.3978
H -0.9196 -4.6697 -3.4480
H 0.7097 -4.8985 -2.8460
Se -0.7404 -3.9631 3.6440
N -1.0731 -2.7539 4.9556
C -1.1373 -1.5623 4.3489
C -1.4037 -0.3360 4.9764
C -1.3129 0.8280 4.2117
C -0.9777 0.7559 2.8695
N -0.7615 -0.3924 2.2069
C -0.8445 -1.5500 2.9157
N -0.5962 -2.7177 2.3514
H -1.6633 -0.3141 6.0269
H -1.4910 1.7979 4.6554
H -0.8669 1.6592 2.2837
```

Results
Energy above the lowest of the compared OMol25 structures with the same formula, charge and spin ... 0.865 eV
Frontier orbital gap (spin up / spin down) ... 5.8795 / 5.1373 eV
Multiplicity ... 3
HOMO (spin up / spin down) ... -5.66 / -5.66 eV
Expectation value of S² ... 2.03
Lowest unoccupied orbital energy (spin up / spin down) ... 0.223 / -0.519 eV
Energy ... -152367.586 eV

=====

Computed, not measured: a cluster of 2 separate species, C19H34N3O2P in total, with the ωB97M-V functional and the def2-TZVPD basis.

Geometry as XYZ:
```
59
C19H34N3O2P, DFT the ωB97M-V functional and the def2-TZVPD basis
C 2.8482 3.9772 3.6009
C 2.7219 4.6367 2.1956
C 1.5891 4.0571 1.3005
C 1.5674 2.4967 1.2138
N 0.7633 1.8111 2.2272
P -0.9771 1.8044 1.8887
O -2.6431 1.7438 1.4024
C -3.4904 2.4209 2.3392
C -3.6663 3.9376 2.0444
C -5.1300 4.4227 2.1104
O -2.9211 4.6789 3.0319
H 3.4720 3.0727 3.4936
H 3.3968 4.6733 4.2531
H 1.8832 3.7243 4.0606
H 2.5400 5.7156 2.3400
H 3.6681 4.5530 1.6407
H 1.7794 4.4291 0.2749
H 0.6372 4.5150 1.6133
H 2.6133 2.1584 1.3266
H 1.2282 2.2219 0.2012
H 0.9842 2.1199 3.1653
H -1.1857 0.8460 2.9173
H -1.0534 3.1993 2.1424
H -0.6834 1.2846 0.5908
H -3.1733 2.2175 3.3805
H -4.4809 1.9385 2.2379
H -3.2155 4.1249 1.0542
H -5.1460 5.4251 1.6492
H -5.4012 4.5554 3.1652
H -5.8286 3.8013 1.5369
H -2.2059 5.1019 2.5699
C 3.7607 -6.0294 -5.6151
N 2.8452 -5.4012 -4.6326
C 3.3441 -4.9605 -3.4653
C 2.5308 -4.3353 -2.5415
C 1.1773 -4.1482 -2.8156
C 0.6901 -4.6373 -4.0262
C 1.5407 -5.2609 -4.9174
C 0.2829 -3.4356 -1.8757
C -0.4113 -2.2980 -2.2811
C -1.2788 -1.6662 -1.4118
N -1.4677 -2.1400 -0.1709
C -0.7969 -3.2209 0.2600
C 0.0844 -3.8828 -0.5713
C -2.4355 -1.4812 0.7370
H 4.2507 -6.8736 -5.1354
H 4.4884 -5.2808 -5.9217
H 3.1947 -6.3697 -6.4764
H 4.4016 -5.1076 -3.2924
H 2.9705 -3.9776 -1.6193
H -0.3561 -4.5409 -4.2866
H 1.1898 -5.6450 -5.8647
H -0.2823 -1.8894 -3.2752
H -1.8333 -0.7841 -1.7008
H -0.9888 -3.5488 1.2725
H 0.5931 -4.7615 -0.1961
H -1.9053 -1.1906 1.6406
H -3.2258 -2.1962 0.9591
H -2.8536 -0.6014 0.2555
```

Results
Frontier orbital gap ... 4.8102 eV
HOMO ... -12.48 eV
Lowest unoccupied orbital energy ... -7.666 eV
Energy ... -38092.221 eV
Charge ... +2

=====

Computed, not measured: a structure of composition C19H35AuN8O3PS, with the ωB97M-V functional and the def2-TZVPD basis.

Geometry as XYZ:
```
68
C19H35AuN8O3PS, DFT the ωB97M-V functional and the def2-TZVPD basis
Au 0.2602 -0.4414 0.3176
C 3.0148 -0.3632 1.5742
N 2.3509 -0.7433 0.2565
C 2.7048 -2.2080 -0.0102
N 4.1210 -2.3685 -0.0485
C 4.7229 -1.9952 1.2364
N 4.4248 -0.5767 1.4949
C 5.0176 0.2393 0.4275
N 4.4260 -0.1536 -0.8573
C 3.0207 0.0748 -0.8458
C 4.7142 -1.5701 -1.1247
H 2.5921 -0.9798 2.3696
H 2.8058 0.6882 1.7826
H 2.2560 -2.5067 -0.9555
H 2.2745 -2.8150 0.7842
H 5.7995 -2.1397 1.1918
H 4.3128 -2.6121 2.0360
H 6.0930 0.0818 0.3984
H 4.8182 1.2946 0.6187
H 2.5823 -0.2103 -1.8055
H 2.8171 1.1252 -0.6677
H 5.7894 -1.7279 -1.1541
H 4.2801 -1.8577 -2.0824
S 0.4270 2.0308 -0.7468
C 0.3236 3.6113 -0.0499
N 0.4376 4.6810 -0.8066
C 0.4060 5.9240 -0.0104
C 0.1846 5.3961 1.4231
N 0.1733 3.9313 1.2213
H 0.5633 4.6645 -1.8070
H -0.3960 6.5763 -0.3463
H 1.3449 6.4625 -0.1165
H -0.7582 5.7277 1.8510
H 0.9877 5.6793 2.0988
H 0.0651 3.2770 1.9773
C -0.3332 -4.8314 -1.5010
P -1.0275 -3.7039 -0.2966
C -1.3872 -4.6320 1.1896
C -2.5831 -3.1314 -0.9871
O -0.0243 -2.5593 -0.0276
H -1.0087 -5.6826 -1.6060
H 0.6416 -5.1869 -1.1669
H -0.2330 -4.3339 -2.4656
H -2.1063 -5.4206 0.9621
H -1.8045 -3.9792 1.9564
H -0.4721 -5.0881 1.5685
H -3.1666 -3.9934 -1.3133
H -2.3818 -2.4940 -1.8493
H -3.1615 -2.5767 -0.2477
O -2.5812 3.3162 -1.7266
C -3.8494 3.3346 -1.0787
N -4.7578 2.3454 -1.5892
C -4.8371 1.0380 -1.2350
O -5.6015 0.2440 -1.7267
C -3.9224 0.5171 -0.1454
C -4.5042 -0.0992 0.9594
C -3.6917 -0.7335 1.8880
C -2.3314 -0.7637 1.6677
N -1.7750 -0.1757 0.5940
C -2.5529 0.4594 -0.3038
H -2.7041 3.5463 -2.6559
H -4.3279 4.3075 -1.1763
H -3.6470 3.1411 -0.0270
H -5.4071 2.6135 -2.3177
H -5.5818 -0.1009 1.0728
H -4.1066 -1.2139 2.7633
H -1.6640 -1.2736 2.3520
H -2.0662 0.9145 -1.1555
```

Results
Energy above the lowest of the compared OMol25 structures with the same formula, charge and spin ... 0.000 eV
Frontier orbital gap ... 4.4717 eV
HOMO ... -16.68 eV
Lowest unoccupied orbital energy ... -12.210 eV
Energy ... -62125.646 eV
Charge ... +3

=====

Computed, not measured: a cluster of 3 separate species, C19H35BBr4FN2O4 in total, with the ωB97M-V functional and the def2-TZVPD basis.

Geometry as XYZ:
```
66
C19H35BBr4FN2O4, DFT the ωB97M-V functional and the def2-TZVPD basis
C 4.6233 1.1339 2.5205
C 4.6502 0.1408 1.6389
C 3.5997 -0.1571 0.5912
C 2.5078 0.8493 0.5182
N 2.7236 2.0835 0.2449
C 1.4966 2.9401 0.1725
C 1.9066 4.3085 0.7361
C 0.7992 5.2466 1.2106
C -0.1928 5.6542 0.1421
F 0.4861 6.3240 -0.8663
C 1.0433 3.0482 -1.3198
C 1.7356 2.0955 -2.2985
C 3.1533 2.4212 -2.7525
N 3.5733 3.7428 -2.7628
O 3.8819 1.5276 -3.1233
C 0.6036 2.0795 1.0996
C -0.8998 2.2853 1.1114
O -1.4431 1.7052 -0.0551
O -2.8531 1.9002 -0.0580
C 1.0447 0.6400 0.7265
B 0.5534 -0.5459 1.6804
C -0.8486 -1.2214 1.5451
O 1.4662 -0.9273 2.6163
H 5.5490 1.5630 2.8784
H 3.6855 1.4982 2.9281
H 5.4788 -0.5591 1.6404
H 3.1590 -1.1496 0.6790
H 4.1223 -0.1348 -0.3732
H 3.6432 2.4796 0.0841
H 2.5466 4.1100 1.6036
H 2.5396 4.8301 0.0148
H 1.2907 6.1631 1.5451
H 0.2747 4.8663 2.0893
H -0.9695 6.3067 0.5399
H -0.6918 4.8004 -0.3205
H -0.0249 2.8473 -1.3775
H 1.1680 4.0759 -1.6602
H 1.1330 2.0598 -3.2103
H 1.7766 1.0704 -1.9406
H 3.0231 4.3803 -2.2039
H 4.5506 3.8361 -2.5155
H 0.9394 2.2927 2.1218
H -1.1870 3.3334 1.2104
H -1.3046 1.7678 1.9935
H -3.1466 1.5423 0.7964
H 0.6124 0.4551 -0.2685
H -0.7545 -2.2979 1.7175
H -1.2759 -1.0860 0.5517
H -1.5385 -0.8248 2.2969
H 1.1316 -1.6130 3.2066
Br -2.6087 -3.6245 -1.2291
C -3.5684 -4.9664 -0.1911
C -3.9122 -4.4666 1.1843
Br -2.3517 -4.4346 2.3491
H -2.9401 -5.8505 -0.1722
H -4.4717 -5.1826 -0.7547
H -4.6239 -5.1333 1.6655
H -4.3086 -3.4564 1.1692
Br -3.9307 -6.5575 -3.3630
C -4.6121 -8.3762 -3.2921
C -5.6850 -8.5224 -2.2453
Br -4.9479 -8.5274 -0.4439
H -3.7587 -9.0196 -3.1046
H -5.0177 -8.5846 -4.2793
H -6.1993 -9.4740 -2.3570
H -6.4053 -7.7116 -2.2811
```

Results
Energy above the lowest of the compared OMol25 structures with the same formula, charge and spin ... 0.000 eV
Frontier orbital gap ... 8.4088 eV
HOMO ... -11.73 eV
Lowest unoccupied orbital energy ... -3.324 eV
Energy ... -314997.625 eV
Charge ... +1

=====

Computed, not measured: the ion C19H35BBrClF3N2O6 with charge -1, with the ωB97M-V functional and the def2-TZVPD basis.

Geometry as XYZ:
```
68
C19H35BBrClF3N2O6, DFT the ωB97M-V functional and the def2-TZVPD basis
C 3.2474 -2.5096 2.9767
C 2.9770 -2.7735 1.4288
N 2.6662 -1.5622 0.6269
B 1.6672 -0.6115 1.2861
C 2.5165 0.6374 1.9327
C 3.5860 1.2460 0.8785
C 4.2605 2.5981 1.4608
Cl 5.5951 2.2800 2.6731
O 0.4821 -1.1328 1.9760
C -0.6761 -1.3532 1.1047
C -0.4140 -2.8977 0.6971
O -0.3326 -3.6088 1.9747
O -0.1505 -4.9503 1.7605
C -1.8842 -1.1275 2.1547
O -2.9571 -2.1027 2.0587
C -3.8653 -1.8619 1.0478
F -5.0913 -2.4505 1.4650
F -3.5715 -2.4835 -0.1795
F -4.1620 -0.5283 0.7786
C -0.4020 -0.2368 -0.0389
C -0.4124 -0.7624 -1.5762
C -1.8689 -0.8427 -2.2306
C -1.8341 -0.2401 -3.7304
C -2.8226 0.9919 -3.9493
N -2.2927 2.2482 -3.3416
C -1.5218 3.0611 -4.2925
C -0.1468 3.6966 -3.7493
O -1.8678 3.3227 -5.4654
C -1.1720 1.1581 -0.0110
C -0.4694 2.3102 0.8297
C -0.7294 2.2336 2.4131
Br -1.3780 4.0267 0.2445
O 1.0217 0.0496 0.0918
H 3.9584 -1.6560 3.1994
H 3.7644 -3.4580 3.3776
H 2.2583 -2.4503 3.5417
H 3.9608 -3.2021 1.0014
H 2.2168 -3.6220 1.3368
H 2.4287 -1.7875 -0.3434
H 1.8769 1.5363 2.2482
H 3.1406 0.3669 2.8553
H 3.1001 1.5582 -0.1032
H 4.3838 0.4674 0.6794
H 4.7613 3.1005 0.5576
H 3.4731 3.3454 1.8187
H 0.5212 -3.0250 0.0640
H -1.2772 -3.3579 0.1144
H -1.0499 -5.2926 1.5361
H -1.3980 -1.3136 3.1771
H -2.2283 -0.0416 2.2002
H 0.1442 -1.7413 -1.7077
H 0.1980 0.0290 -2.1410
H -2.7123 -0.4290 -1.5984
H -2.1020 -1.9603 -2.3713
H -2.0991 -1.0772 -4.4722
H -0.7891 0.1073 -4.0384
H -3.0138 1.0742 -5.0806
H -3.8079 0.7490 -3.4248
H -3.1296 2.8165 -3.1214
H -0.3337 4.6468 -3.1404
H 0.4036 2.8990 -3.1616
H 0.4967 4.0076 -4.6325
H -1.2774 1.5607 -1.0822
H -2.2480 1.0759 0.3753
H 0.6242 2.4772 0.6043
H -0.5821 1.1858 2.8374
H 0.0730 2.8894 2.8958
H -1.7330 2.6971 2.7027
```

Results
Frontier orbital gap ... 7.0166 eV
HOMO ... -4.65 eV
Lowest unoccupied orbital energy ... 2.371 eV
Energy ... -126927.923 eV
Charge ... -1

=====

Computed, not measured: a cluster of 2 separate species, C19H35BN3O in total, with the ωB97M-V functional and the def2-TZVPD basis.

Geometry as XYZ:
```
59
C19H35BN3O, DFT the ωB97M-V functional and the def2-TZVPD basis
C 0.3672 4.2117 -2.1964
C 1.3733 3.8588 -2.9781
C 2.2316 2.6178 -2.7946
C 1.4693 1.3733 -2.9230
N 0.9563 0.3451 -2.9507
C 2.9677 2.5263 -1.4148
C 3.0539 3.7879 -0.6970
N 3.0844 4.7658 -0.0959
B 4.4809 1.9501 -1.5126
O 5.0281 1.7675 -2.7655
C 5.3016 1.6135 -0.2235
C 4.5405 0.9927 0.9655
H -0.0209 5.2199 -2.2468
H -0.0479 3.5513 -1.4434
H 1.6369 4.4964 -3.8132
H 2.9729 2.5952 -3.5939
H 2.4204 1.8326 -0.7708
H 5.5007 2.5316 -3.1127
H 5.8168 2.5272 0.0957
H 6.0938 0.9321 -0.5426
H 4.6823 -0.0872 0.9898
H 4.9105 1.3736 1.9167
H 3.4688 1.2007 0.9492
C -3.0368 -4.1513 -0.7404
C -2.5705 -2.8526 -1.3912
C -1.2059 -2.3663 -0.8987
C -1.0633 -1.9671 0.5661
N -1.9596 -0.8503 1.0953
C -1.2048 -0.0591 2.1415
C -0.2929 0.8534 1.3448
C -1.1415 1.2459 0.1259
C -2.2485 0.1920 0.0300
C -3.2535 -1.3726 1.6814
C -3.1972 -2.0655 3.0422
C -2.3589 -3.3249 3.2524
H -3.1532 -4.0631 0.3410
H -4.0008 -4.4590 -1.1437
H -2.3258 -4.9569 -0.9293
H -3.3377 -2.0808 -1.2781
H -2.4831 -3.0171 -2.4663
H -0.8284 -1.5652 -1.5392
H -0.4927 -3.1854 -1.0303
H -0.0410 -1.6348 0.7315
H -1.2296 -2.8245 1.2073
H -1.9458 0.5069 2.7059
H -0.6883 -0.7507 2.8033
H 0.6045 0.3175 1.0347
H 0.0334 1.7111 1.9288
H -0.5388 1.2672 -0.7805
H -1.5798 2.2348 0.2491
H -2.2969 -0.2780 -0.9431
H -3.2272 0.6103 0.2491
H -3.7181 -1.9921 0.9166
H -3.8804 -0.4902 1.8086
H -4.2410 -2.3172 3.2448
H -2.9286 -1.3314 3.8047
H -2.5484 -4.0848 2.4940
H -2.6196 -3.7615 4.2155
H -1.2883 -3.1206 3.2851
```

Results
Frontier orbital gap ... 10.3363 eV
HOMO ... -12.51 eV
Lowest unoccupied orbital energy ... -2.174 eV
Energy ... -27458.704 eV
Charge ... +1